[1]
Entry from the Open Molecules 2025 dataset: a molecular structure, C17H18BCuF5N3O3 (the ωB97M-V functional and the def2-TZVPD basis).

Results
Energy relative to the best compared isomer or geometry (same formula, charge and spin)   17.4 kcal/mol
Spin multiplicity   1
Charge   0

The geometry in XYZ format:
```
48
Properties=species:S:1:pos:R:3:forces:R:3:lowdin_charge:R:1
Cu 0.3956 -1.1299 1.5896 -0.135 -0.095 -0.034 0.565
F 5.7228 -2.5664 -0.8665 -0.032 -0.052 0.011 0.066
C 4.5363 -3.2061 -0.7125 0.021 0.006 -0.008 -0.192
C 3.3699 -2.5527 -0.9742 0.087 -0.003 0.057 0.094
C 2.1594 -3.2111 -0.7761 -0.075 -0.092 0.003 -0.056
C 0.9516 -2.3778 -0.6599 0.137 0.084 0.094 -0.347
O 1.0567 -1.1513 -0.7248 -0.100 0.120 -0.261 0.035
C -0.2574 -3.0904 -0.3323 -0.105 -0.012 -0.085 -0.045
C -0.2172 -4.4326 -0.1848 0.073 0.026 0.145 0.040
N 0.9250 -5.1791 -0.1736 -0.078 -0.078 -0.186 0.008
C 0.8799 -6.5661 0.2048 -0.006 0.002 0.074 -0.257
C 1.3823 -6.9504 1.5713 -0.009 -0.025 0.045 -0.105
C -0.0837 -7.0004 1.2655 -0.007 0.002 -0.001 -0.080
C 2.1379 -4.5626 -0.4162 0.054 0.049 -0.058 -0.135
C 3.3480 -5.2013 -0.1313 0.054 -0.004 -0.050 0.064
C 4.5356 -4.5047 -0.2011 0.004 -0.113 0.001 -0.157
N 5.6925 -5.0586 0.4098 0.107 0.192 -0.069 -0.118
C 6.4005 -6.1877 -0.1338 -0.047 -0.025 0.033 -0.123
C 6.6703 -7.1495 1.0465 0.000 0.006 -0.002 -0.075
N 6.5450 -6.3473 2.3142 -0.028 -0.016 -0.001 0.045
C 7.2964 -5.0531 2.2090 0.019 0.016 -0.021 -0.066
C 6.5409 -4.1763 1.1918 -0.030 0.082 0.070 -0.125
C -1.5472 -2.3896 0.0800 0.055 0.062 0.068 -0.613
O -2.6137 -2.8452 -0.3037 0.013 0.031 0.001 0.040
O -1.3702 -1.4103 0.8929 -0.008 -0.016 0.053 -0.086
H 3.3554 -1.5040 -1.2385 -0.001 -0.007 -0.013 0.145
H -1.1321 -4.9680 0.0252 -0.010 -0.001 -0.025 0.144
H 1.0645 -7.2572 -0.6102 0.007 0.001 -0.004 0.151
H 1.7166 -6.1343 2.2002 -0.009 0.000 -0.027 0.102
H 1.9243 -7.8829 1.6683 -0.003 -0.006 -0.009 0.097
H -0.7017 -6.2449 1.7282 -0.001 -0.010 0.002 0.111
H -0.5603 -7.9608 1.1334 0.001 -0.001 -0.005 0.106
H 3.3495 -6.1917 0.3011 0.015 0.017 -0.011 0.109
H 7.3434 -5.8926 -0.6130 0.008 -0.013 0.009 0.132
H 5.7903 -6.6887 -0.8812 -0.002 -0.002 -0.002 0.135
H 7.6669 -7.5868 1.0313 0.006 0.009 0.003 0.129
H 5.9278 -7.9433 1.1049 0.006 -0.011 -0.004 0.130
H 6.8414 -6.8903 3.1221 -0.009 -0.008 0.004 0.181
H 5.5542 -6.1035 2.4173 0.006 0.029 0.003 0.185
H 8.3054 -5.3062 1.8874 0.002 -0.024 0.008 0.131
H 7.3395 -4.5980 3.1954 -0.016 0.008 0.002 0.137
H 7.2687 -3.6210 0.5940 0.048 -0.039 -0.039 0.127
H 5.9034 -3.4579 1.7109 0.031 -0.090 -0.063 0.118
F 4.1461 -2.7072 2.5608 -0.064 0.027 0.079 0.110
B 2.7638 -2.6502 2.8213 -0.151 0.161 -0.108 -1.195
F 2.2601 -1.3845 2.2703 0.099 -0.231 0.104 0.042
F 2.1208 -3.6978 2.1535 -0.055 0.025 0.119 0.141
F 2.4869 -2.6833 4.1662 0.130 0.021 0.097 0.154
```
Forces are in eV/Å.

***

[2]
Entry from the Open Molecules 2025 dataset: 5 unconnected molecules or ions with the total composition C40H54Cl2F3IN7O5 in a non-equilibrium geometry (the ωB97M-V functional and the def2-TZVPD basis).

Results
Spin multiplicity   1
Charge   +1

The geometry in XYZ format:
```
112
Properties=species:S:1:pos:R:3:forces:R:3:lowdin_charge:R:1
C 2.8753 -1.9418 7.1763 0.445 -0.036 -0.440 -0.062
C 3.3934 -1.6077 5.7740 -0.261 -0.241 -0.013 -0.232
N 3.0375 -0.2386 5.3688 -0.003 -0.504 -0.023 -0.041
N 2.9251 -0.1539 3.9542 0.526 -0.081 0.290 -0.058
C 3.9096 0.7412 3.3146 -0.909 -0.143 -0.192 -0.305
C 5.0247 1.2277 4.2117 0.544 0.141 -0.436 -0.666
I 4.4599 2.7590 5.6010 -0.106 -0.008 0.068 0.959
C 6.2350 1.7246 3.4094 -0.012 -0.155 0.051 -0.316
C 7.0063 0.5885 2.7382 -0.268 0.453 0.420 -0.075
C 3.2110 1.9381 2.6558 0.908 0.149 1.247 -0.163
N 2.3132 1.5389 1.5322 0.415 -0.113 -1.097 -0.081
C 3.2406 1.3094 0.3641 0.462 0.185 -0.588 -0.109
O 3.6242 2.5941 -0.0923 0.265 -0.075 -0.292 0.059
C 4.7829 2.5771 -0.8272 0.049 0.809 -0.299 -0.647
F 4.8101 1.5453 -1.6925 0.043 0.471 0.426 0.181
F 4.8576 3.7314 -1.5093 -0.034 -1.095 0.697 0.195
F 5.8514 2.4719 -0.0128 -0.361 -0.050 -0.454 0.173
C 1.3191 2.5122 1.0213 -0.811 0.457 0.180 -0.585
Cl 0.2965 1.8468 -0.2115 0.139 -0.123 0.007 0.876
C 1.1417 3.8070 1.2836 0.761 -0.163 0.686 -0.633
C 0.1110 4.6628 0.6543 -0.059 0.347 0.231 -0.112
Cl 2.1705 4.6726 2.3778 0.021 0.019 -0.239 0.832
C 1.6161 0.2384 1.9508 -0.403 -1.173 0.618 -0.138
C 2.1338 -1.0497 1.3176 -0.082 -0.217 -0.161 -0.106
C 1.4675 -1.4600 0.0025 0.310 -0.230 0.225 -0.088
C 0.1765 -2.1991 0.2974 -0.768 -1.819 1.062 -0.484
O 0.1367 -3.1556 1.0589 0.080 1.972 -1.293 0.117
O -0.9348 -1.7583 -0.3384 0.702 -0.147 0.246 0.110
C 1.6012 0.0907 3.4794 -0.116 0.582 0.431 -0.328
O 0.7273 -0.9454 3.7821 0.367 -0.415 0.135 -0.051
C -0.3503 -0.5897 4.6420 -0.213 -0.304 -0.321 -0.142
C -1.1072 -1.8250 5.0777 -0.794 0.430 0.444 -0.398
C -1.7773 -1.5196 6.4164 0.626 -0.118 -0.192 -0.037
O -2.1109 -2.1050 4.1146 0.388 -0.122 -0.373 -0.014
H 3.6983 -2.0016 7.8750 0.000 0.191 0.365 0.071
H 2.1453 -1.2136 7.5133 -0.082 0.154 0.198 0.066
H 2.4006 -2.9126 7.1597 -0.187 -0.220 0.075 0.071
H 4.4710 -1.7261 5.7167 0.268 0.097 0.080 0.101
H 2.9895 -2.3248 5.0664 -0.223 -0.019 -0.275 0.105
H 2.1485 -0.0298 5.8060 -0.113 0.312 -0.144 0.090
H 4.4012 0.1261 2.5634 0.230 0.032 -0.219 0.121
H 5.3831 0.3850 4.7836 -0.207 -0.107 0.508 0.079
H 5.9608 2.4731 2.6704 -0.089 0.186 -0.052 0.091
H 6.8829 2.2231 4.1175 0.266 0.149 0.074 0.082
H 7.9215 0.9810 2.3177 0.205 0.004 -0.236 0.082
H 7.2724 -0.1482 3.4880 0.062 -0.316 -0.001 0.084
H 6.4194 0.1283 1.9538 0.031 -0.272 -0.248 0.060
H 2.6971 2.4584 3.4453 -0.628 0.020 -0.080 0.035
H 3.9779 2.6268 2.3404 -0.092 0.216 -0.637 0.099
H 2.7465 0.7933 -0.4437 -0.343 -0.185 0.089 0.119
H 4.1235 0.7651 0.6708 -0.047 -0.210 0.336 0.139
H -0.8511 4.1725 0.6270 -0.187 -0.201 -0.288 0.079
H 0.4472 4.9612 -0.3330 -0.104 -0.103 -0.340 0.104
H -0.0007 5.5638 1.2460 -0.039 0.183 0.173 0.040
H 0.5573 0.2782 1.7358 -0.129 0.522 -0.435 0.134
H 3.2113 -1.1269 1.2597 0.287 0.276 -0.089 0.121
H 1.8696 -1.8508 2.0006 -0.072 -0.018 0.328 0.128
H 1.3416 -0.6515 -0.7072 -0.112 0.101 -0.152 0.071
H 2.1175 -2.2027 -0.4467 0.086 -0.138 -0.278 0.140
H -0.6295 -1.1731 -1.0442 -0.282 0.054 -0.355 0.061
H 1.1803 0.9930 3.9527 -0.020 0.323 -0.166 0.166
H -0.0157 -0.0599 5.5316 0.399 0.172 0.033 0.117
H -1.0535 0.0370 4.0948 -0.121 0.233 0.023 0.144
H -0.4412 -2.6763 5.1846 0.266 -0.123 -0.125 0.150
H -2.4792 -0.7036 6.2834 -0.311 0.074 0.065 0.094
H -1.0371 -1.2015 7.1432 0.097 -0.019 0.231 0.077
H -2.2562 -2.4114 6.8013 -0.309 -0.064 0.082 0.089
H -2.9385 -2.2283 4.5761 -0.288 -0.159 0.034 0.083
N -0.5727 -1.1854 -3.6390 -0.073 0.198 0.158 0.048
C 0.1313 -1.1941 -4.7701 0.144 -0.055 0.100 -0.156
C -0.3614 -0.7512 -5.9876 -0.017 -0.022 0.019 -0.067
C -1.6616 -0.2801 -6.0389 0.038 0.178 -0.015 -0.084
C -2.4107 -0.2611 -4.8732 0.059 0.078 0.015 -0.080
C -1.8235 -0.7217 -3.7074 0.035 -0.038 0.124 -0.149
H 1.1424 -1.5779 -4.6896 0.012 0.011 -0.058 0.104
H 0.2594 -0.7778 -6.8720 0.013 -0.033 0.001 0.109
H -2.0832 0.0718 -6.9713 -0.018 -0.027 -0.006 0.118
H -3.4302 0.0988 -4.8684 -0.011 -0.016 0.018 0.113
H -2.3787 -0.7263 -2.7751 -0.078 -0.009 -0.039 0.103
N -4.4623 -3.3340 -7.4264 0.109 -0.047 -0.019 0.059
C -3.3152 -3.1216 -6.7824 -0.174 -0.216 -0.142 -0.159
C -2.2017 -3.9383 -6.9012 -0.003 0.015 -0.003 -0.073
C -2.2838 -5.0423 -7.7349 0.040 -0.054 -0.020 -0.082
C -3.4680 -5.2798 -8.4114 0.040 0.042 0.048 -0.066
C -4.5252 -4.3994 -8.2260 -0.121 0.138 -0.069 -0.144
H -3.3012 -2.2574 -6.1416 0.043 0.072 0.139 0.068
H -1.2958 -3.7146 -6.3536 -0.005 0.017 0.021 0.092
H -1.4375 -5.7068 -7.8545 0.000 -0.003 0.003 0.104
H -3.5751 -6.1300 -9.0705 -0.028 0.001 -0.012 0.102
H -5.4697 -4.5485 -8.7362 0.034 -0.131 0.022 0.071
N -0.3011 7.0954 3.0901 0.045 -0.011 -0.021 0.043
C 0.3629 6.8498 4.2173 -0.100 0.120 0.084 -0.182
C 0.4770 7.7604 5.2552 -0.020 0.025 -0.016 -0.063
C -0.1298 8.9978 5.1134 0.011 0.043 0.040 -0.068
C -0.8237 9.2708 3.9464 0.015 -0.023 0.025 -0.062
C -0.8803 8.2893 2.9700 -0.033 -0.054 -0.105 -0.143
H 0.8207 5.8743 4.2903 0.031 -0.062 0.113 0.052
H 1.0277 7.5062 6.1501 0.004 -0.018 0.002 0.104
H -0.0631 9.7376 5.9001 0.001 0.004 0.003 0.110
H -1.3112 10.2232 3.7946 -0.013 0.001 -0.021 0.106
H -1.4154 8.4609 2.0427 -0.011 0.055 0.016 0.107
N -7.7128 -5.3949 -8.9389 -0.134 -0.025 -0.069 0.045
C -8.4589 -4.2964 -8.8414 0.113 0.068 0.041 -0.151
C -9.8203 -4.2659 -9.1008 0.001 -0.026 -0.003 -0.071
C -10.4422 -5.4415 -9.4865 -0.059 0.001 -0.010 -0.079
C -9.6815 -6.5939 -9.5943 -0.002 0.019 0.013 -0.072
C -8.3274 -6.5166 -9.3090 0.102 -0.039 0.016 -0.150
H -7.9308 -3.3980 -8.5386 -0.040 0.024 0.007 0.105
H -10.3763 -3.3440 -9.0029 0.014 0.017 0.003 0.101
H -11.5032 -5.4598 -9.6994 -0.004 0.000 -0.002 0.106
H -10.1264 -7.5330 -9.8925 0.015 -0.017 0.001 0.102
H -7.6963 -7.3958 -9.3775 -0.041 -0.033 -0.022 0.104
```
Forces are in eV/Å.

***

[3]
Entry from the Open Molecules 2025 dataset: a molecular structure, C8H20O2PS in a non-equilibrium geometry (the ωB97M-V functional and the def2-TZVPD basis).

Results
Energy relative to the best compared isomer or geometry (same formula, charge and spin)   69.5 kcal/mol
Spin multiplicity   1
Charge   +1

The geometry in XYZ format:
```
32
Properties=species:S:1:pos:R:3:forces:R:3:lowdin_charge:R:1
C -0.9845 2.9099 -0.7190 -4.174 2.145 -0.079 -0.145
C -0.9576 -0.1822 -2.5364 -1.828 -1.999 0.567 -0.135
C 1.5549 0.9503 2.1524 5.047 -1.849 1.283 -0.125
C 0.1407 -3.8233 0.5927 -3.643 2.276 2.111 -0.098
C -1.2397 1.7270 0.1574 -0.327 -2.192 -1.025 -0.342
C 0.3337 0.3291 -1.9935 2.003 0.935 0.587 -0.349
C 1.6106 1.0578 0.6744 -0.836 -2.626 -1.846 -0.324
C -1.0536 -1.2543 1.0299 1.943 2.655 -2.103 -0.113
O 1.1041 -2.0614 2.3388 -0.477 0.134 -0.247 -0.307
O 1.1378 -1.5552 -0.1122 0.759 -0.142 -0.552 -0.430
P 0.0800 0.5074 -0.2263 -0.223 -1.917 2.671 1.079
S 0.4599 -2.1059 1.0538 1.438 -2.205 0.217 0.586
H -0.0272 3.3129 -0.5834 1.209 0.926 0.043 0.054
H -1.1961 2.6601 -1.7430 0.574 -0.459 -0.617 0.055
H -1.8531 3.7371 -0.6557 2.177 -1.473 0.645 0.148
H -1.5899 -0.7294 -1.6906 1.101 1.345 -1.702 0.096
H -1.5167 0.6413 -2.9283 -0.746 0.210 -0.283 0.068
H -0.8903 -0.9845 -3.2947 0.354 0.702 0.171 0.098
H 2.5868 1.3983 2.4966 -2.143 -0.355 -0.287 0.139
H 0.7677 1.4320 2.6032 -1.752 1.430 0.958 0.043
H 1.6489 -0.0782 2.5974 -0.408 0.996 -0.876 0.071
H -0.0959 -4.3728 1.5591 -0.588 0.653 -1.549 0.115
H -0.5822 -3.6044 -0.2354 -0.447 -0.971 1.173 0.083
H 0.8261 -4.3533 0.0896 3.575 -1.190 -1.443 0.023
H -2.2024 1.1809 -0.0766 0.863 0.848 0.338 0.115
H -1.1199 1.7671 1.2337 -0.276 0.738 0.267 0.079
H 0.7271 1.3685 -2.2501 -1.181 -0.897 -0.237 0.129
H 1.2334 -0.2586 -2.2270 -0.518 -0.265 0.486 0.105
H 2.4420 0.5890 0.0882 -0.548 -0.008 1.082 0.124
H 1.6604 2.0462 0.4241 0.106 3.031 -0.728 0.049
H -1.2403 -0.6096 1.8721 -0.699 -0.611 0.477 0.057
H -1.7649 -1.6419 0.3091 -0.337 0.134 0.498 0.052
```
Forces are in eV/Å.

***

Table of Kohn-Sham gap (eV), in record order: 6.36, 8.47, 9.14